The following is a DFT calculation (ωB97M-V/def2-TZVPD) of a single C3H9PS molecule in a non-equilibrium geometry.

Structure (XYZ):
```
14
Properties=species:S:1:pos:R:3
C -0.927 -0.594 -0.886
C 1.591 -1.032 -0.772
C 0.348 -0.517 0.016
P -1.300 1.819 2.109
S 0.610 1.214 0.480
H -0.979 0.078 -1.732
H -1.046 -1.557 -1.276
H -1.883 -0.361 -0.371
H 1.885 -0.360 -1.568
H 1.260 -1.959 -1.104
H 2.537 -1.323 -0.067
H 0.300 -1.150 0.909
H -0.725 2.851 3.021
H -1.671 2.890 1.242
```

Calculated values
* relative energy (zero: lowest compared OMol25 entry of this formula, charge and spin): 40.3 kcal per mole
* frontier orbital gap: 0.3030 Ha
* SMILES string: CC(C)SP
* HOMO: -8.7047 eV
* charge: 0

---

The following is a DFT calculation (ωB97M-V/def2-TZVPD) of 3 unconnected molecules or ions with the total composition C22H42F4O11P2S in a non-equilibrium geometry.

Structure (XYZ):
```
82
Properties=species:S:1:pos:R:3
O -0.997 0.262 1.078
C -1.330 1.215 1.617
O -1.440 1.416 2.986
C -1.856 2.813 3.170
C -3.403 2.656 3.106
C -4.198 4.007 3.122
C -5.465 3.998 2.266
F -6.361 2.975 2.352
C -5.738 5.033 1.448
F -4.856 5.394 0.519
F -6.837 5.771 1.499
C -1.112 3.375 1.921
S 0.713 2.930 1.761
C -1.170 4.887 1.591
C -0.464 5.758 2.679
C -1.437 6.562 3.596
F -2.630 6.929 2.982
O -1.662 2.444 0.974
H -1.428 3.184 4.122
H -3.746 2.035 2.264
H -3.691 2.107 4.028
H -4.543 4.280 4.142
H -3.598 4.859 2.756
H 1.315 3.381 2.897
H -0.577 5.021 0.663
H -2.184 5.257 1.330
H 0.191 6.487 2.160
H 0.197 5.176 3.351
H -0.915 7.504 3.874
H -1.568 6.005 4.545
O 3.756 0.076 -0.253
P 3.254 -1.296 0.134
O 3.480 -1.179 1.769
C 2.487 -0.457 2.498
C 1.146 -1.168 2.508
O 4.633 -2.071 -0.349
C 5.634 -1.429 -1.136
C 6.643 -0.701 -0.268
O 2.533 -2.795 0.341
C 3.252 -4.033 0.400
C 4.220 -4.161 1.561
H 2.386 0.548 2.080
H 2.854 -0.349 3.521
H 0.725 -1.228 1.504
H 0.430 -0.640 3.138
H 1.254 -2.190 2.875
H 5.182 -0.771 -1.877
H 6.148 -2.213 -1.699
H 6.167 -0.090 0.501
H 7.279 -0.055 -0.877
H 7.278 -1.420 0.254
H 3.743 -4.225 -0.553
H 2.492 -4.812 0.511
H 4.972 -3.377 1.586
H 4.749 -5.115 1.496
H 3.693 -4.113 2.515
O -1.008 -2.995 -6.011
P -0.823 -2.374 -4.650
O -0.213 -3.673 -3.830
C 1.158 -4.000 -4.051
C 2.093 -2.938 -3.504
O -2.415 -2.400 -4.222
C -3.448 -2.711 -5.154
C -3.698 -4.206 -5.231
O -0.490 -1.353 -3.373
C -1.381 -1.120 -2.271
C -1.686 -2.339 -1.423
H 1.333 -4.155 -5.119
H 1.347 -4.950 -3.549
H 1.971 -1.991 -4.037
H 3.136 -3.245 -3.605
H 1.882 -2.744 -2.451
H -3.230 -2.283 -6.132
H -4.356 -2.215 -4.801
H -2.774 -4.778 -5.324
H -4.340 -4.445 -6.081
H -4.188 -4.552 -4.318
H -2.293 -0.640 -2.624
H -0.881 -0.387 -1.634
H -2.116 -3.164 -1.987
H -2.402 -2.074 -0.642
H -0.779 -2.726 -0.955
```

Calculated values
* frontier orbital gap: 0.2895 Ha
* SMILES string: O=C1O[C@H](CCC(F)=C(F)F)[C@](S)(CCCF)O1.CCOP(=O)(OCC)OCC.CCOP(=O)(OCC)OCC
* HOMO: -8.8664 eV
* charge: 0

---

The following is a DFT calculation (ωB97M-V/def2-TZVPD) of a molecular structure, C18H43AsMnN4O4PS4.

Structure (XYZ):
```
76
Properties=species:S:1:pos:R:3
Mn -0.321 1.955 -0.876
S 2.636 5.051 -1.545
As 1.014 4.264 -2.660
S 1.103 2.022 -2.653
S -0.825 4.125 -1.329
S 0.555 5.053 -4.504
C -5.049 0.944 0.846
C -3.838 0.025 0.727
C -3.869 -1.021 1.833
C -3.808 -0.676 -0.637
N -2.600 0.800 0.976
N -2.346 1.825 0.003
H -5.971 0.371 0.748
H -5.058 1.708 0.065
H -5.052 1.443 1.816
H -4.750 -1.657 1.739
H -3.885 -0.541 2.813
H -2.985 -1.658 1.778
H -4.695 -1.300 -0.759
H -2.923 -1.309 -0.733
H -3.812 0.032 -1.470
H -1.819 0.156 0.858
H -2.629 2.715 0.400
H -2.917 1.699 -0.833
C 0.377 -2.326 2.156
C 0.111 -3.231 0.961
C 1.327 -4.090 0.656
C -1.108 -4.104 1.216
O -0.254 -2.443 -0.210
P 0.557 -1.183 -0.774
O 1.995 -1.230 -0.409
O -0.193 0.071 -0.274
O 0.193 -1.196 -2.304
C 0.824 -1.914 -3.412
C 2.271 -1.482 -3.570
C 0.703 -3.407 -3.163
C -0.011 -1.483 -4.605
H 0.519 -2.941 3.048
H -0.473 -1.664 2.343
H 1.279 -1.736 1.994
H 1.570 -4.696 1.532
H 2.181 -3.467 0.398
H 1.121 -4.772 -0.170
H -0.922 -4.787 2.045
H -1.338 -4.691 0.326
H -1.973 -3.487 1.455
H 2.867 -1.776 -2.710
H 2.327 -0.399 -3.677
H 2.685 -1.939 -4.470
H 1.308 -3.715 -2.309
H 1.059 -3.951 -4.040
H -0.335 -3.682 -2.978
H 0.049 -0.403 -4.737
H -1.054 -1.768 -4.453
H 0.354 -1.969 -5.512
C 1.893 1.955 3.260
C 0.932 1.543 2.126
N 1.186 2.370 0.945
C 2.493 1.983 0.363
C 3.560 1.950 1.467
N 3.012 2.733 2.629
C 2.500 4.062 2.130
C 1.211 3.786 1.352
H 2.333 1.103 3.775
H 1.426 2.612 3.993
H -0.102 1.659 2.454
H 1.076 0.503 1.840
H 2.750 2.720 -0.398
H 2.416 0.997 -0.094
H 4.488 2.429 1.157
H 3.771 0.945 1.831
H 3.746 2.887 3.315
H 3.267 4.476 1.474
H 2.359 4.710 2.994
H 1.191 4.430 0.475
H 0.324 3.981 1.957
```

Calculated values
* relative energy (zero: lowest compared OMol25 entry of this formula, charge and spin): 0.0 kcal per mole
* spin multiplicity: 5
* frontier orbital gap (spin up / spin down): 0.2195 / 0.2298 Ha
* expectation value of S²: 6.25
* HOMO (spin up / spin down): -6.9442 / -6.9606 eV
* charge: 0

---

The following is a DFT calculation (ωB97M-V/def2-TZVPD) of a molecular structure, C20H15N2PtS4 in a non-equilibrium geometry.

Structure (XYZ):
```
42
Properties=species:S:1:pos:R:3
Pt -0.264 0.210 -0.128
S -0.940 0.782 2.019
C -1.806 -0.743 1.856
C -3.198 -0.765 2.023
C -3.893 -1.958 1.985
C -3.207 -3.150 1.784
C -1.831 -3.149 1.592
C -1.135 -1.956 1.588
S 0.651 -1.910 1.276
C 0.871 -2.955 -0.197
C 1.146 -2.232 -1.504
C 1.396 -2.962 -2.660
C 1.587 -2.280 -3.847
C 1.532 -0.888 -3.862
C 1.315 -0.239 -2.667
C 1.325 1.254 -2.541
S -0.103 1.936 -1.590
C 0.702 3.167 -0.645
C 0.452 4.506 -0.955
C 1.140 5.484 -0.269
C 2.063 5.116 0.711
C 2.271 3.787 1.038
C 1.567 2.785 0.366
S 1.707 1.106 0.820
N 1.142 -0.909 -1.531
H -3.712 0.172 2.188
H -4.966 -1.963 2.118
H -3.743 -4.090 1.778
H -1.307 -4.086 1.454
H -0.007 -3.590 -0.314
H 1.720 -3.599 0.033
H 1.403 -4.043 -2.631
H 1.770 -2.825 -4.764
H 1.654 -0.331 -4.781
H 1.285 1.712 -3.529
H 2.213 1.607 -2.018
H -0.263 4.764 -1.727
H 0.969 6.527 -0.499
H 2.609 5.882 1.247
H 2.962 3.512 1.824
N -2.244 -1.258 -2.102
C -1.596 -0.638 -1.375
```

Calculated values
* relative energy (zero: lowest compared OMol25 entry of this formula, charge and spin): 36.4 kcal per mole
* frontier orbital gap (spin up / spin down): 0.2065 / 0.2066 Ha
* HOMO (spin up / spin down): -11.0040 / -11.0044 eV
* charge: +1

---

The following is a DFT calculation (ωB97M-V/def2-TZVPD) of 2 unconnected molecules or ions with the total composition C15H16NOS2 in a non-equilibrium geometry.

Structure (XYZ):
```
35
Properties=species:S:1:pos:R:3
C -4.245 -0.193 -2.468
C -3.540 -1.407 -2.491
C -2.149 -1.412 -2.498
C -1.439 -0.189 -2.484
C 0.008 -0.186 -2.501
S 0.912 1.278 -2.539
C 2.568 0.525 -2.773
C 2.552 -0.895 -2.220
S 0.913 -1.649 -2.557
C -2.151 1.031 -2.452
C -3.542 1.023 -2.445
H -5.337 -0.193 -2.467
H -4.083 -2.354 -2.504
H -1.598 -2.355 -2.516
H 2.780 0.542 -3.852
H 3.292 1.156 -2.244
H 3.300 -1.529 -2.712
H 2.689 -0.909 -1.130
H -1.600 1.974 -2.434
H -4.086 1.969 -2.422
C 0.950 -0.138 5.777
O 1.051 0.964 4.846
C 1.019 0.654 3.513
C 1.122 1.727 2.598
C 1.100 1.435 1.235
N 0.991 0.188 0.749
C 0.880 -0.825 1.617
C 0.890 -0.663 3.010
H 0.999 0.306 6.772
H -0.006 -0.664 5.648
H 1.785 -0.838 5.637
H 1.218 2.748 2.963
H 1.177 2.243 0.501
H 0.782 -1.827 1.189
H 0.801 -1.539 3.657
```

Calculated values
* frontier orbital gap: 0.2487 Ha
* HOMO: -11.7752 eV
* charge: +1

---

The following is a DFT calculation (ωB97M-V/def2-TZVPD) of a molecular structure, C20H40NP3S2Ti in a non-equilibrium geometry.

Structure (XYZ):
```
67
Properties=species:S:1:pos:R:3
Ti 0.091 -0.021 -0.441
P -1.511 1.951 -0.230
P -1.761 -1.344 0.734
P 1.705 1.428 -1.610
H -1.061 -2.136 -1.844
C -0.079 -1.654 -1.862
C 0.984 -2.020 -0.983
H 0.850 -2.799 -0.218
C -2.564 2.025 -1.715
C -2.743 2.155 1.117
C -0.758 3.616 -0.116
C -1.500 -3.150 0.862
C -2.206 -1.018 2.483
C -3.404 -1.310 -0.086
C 3.183 0.515 -2.149
C 2.578 2.764 -0.732
C 1.046 2.347 -3.035
H 0.184 -1.206 -2.822
H 2.024 -1.894 -1.324
H -3.210 2.909 -1.648
H -3.190 1.127 -1.779
H -1.946 2.094 -2.617
H -3.262 3.107 0.942
H -2.244 2.217 2.092
H -3.484 1.349 1.132
H -1.557 4.338 0.098
H -0.256 3.909 -1.043
H -0.040 3.643 0.714
H -2.460 -3.630 1.090
H -0.792 -3.359 1.672
H -1.099 -3.562 -0.064
H -3.009 -1.712 2.774
H -2.551 0.009 2.639
H -1.325 -1.185 3.112
H -4.017 -2.114 0.347
H -3.290 -1.492 -1.161
H -3.918 -0.352 0.050
H 3.732 1.152 -2.852
H 2.946 -0.431 -2.641
H 3.820 0.303 -1.282
H 3.315 3.167 -1.441
H 3.097 2.355 0.140
H 1.897 3.560 -0.416
H 1.891 2.690 -3.645
H 0.456 3.213 -2.711
H 0.417 1.700 -3.654
C 1.845 -1.099 -6.480
C 1.292 -0.487 -7.620
C 1.404 -1.140 -8.860
C 2.086 -2.360 -8.962
C 2.697 -2.917 -7.830
C 2.586 -2.287 -6.597
S 1.587 -0.385 -4.906
H 0.500 -1.141 -4.494
H 0.753 0.458 -7.493
H 0.964 -0.693 -9.758
H 2.170 -2.857 -9.936
H 3.263 -3.846 -7.904
H 3.012 -2.719 -5.687
S 1.578 1.040 3.676
C 2.921 0.240 2.882
C 2.572 -0.181 1.630
N 1.255 0.161 1.290
C 0.616 0.815 2.288
H 3.899 0.150 3.336
H 3.170 -0.738 0.910
H -0.409 1.185 2.229
```

Calculated values
* relative energy (zero: lowest compared OMol25 entry of this formula, charge and spin): 0.0 kcal per mole
* spin multiplicity: 2
* frontier orbital gap (spin up / spin down): 0.1528 / 0.1415 Ha
* expectation value of S²: 0.76
* HOMO (spin up / spin down): -15.3063 / -15.3058 eV
* charge: +3

---

The following is a DFT calculation (ωB97M-V/def2-TZVPD) of a single C14H28O2 molecule.

Structure (XYZ):
```
44
Properties=species:S:1:pos:R:3
C -5.213 -3.910 0.287
C -4.539 -2.868 1.172
C -3.045 -3.139 1.327
C -2.362 -2.100 2.214
C -0.865 -2.349 2.401
C -0.022 -2.178 1.135
C 0.044 -0.734 0.642
C 0.788 -0.620 -0.687
C 0.819 0.808 -1.236
C 1.846 1.705 -0.548
C 1.752 3.141 -1.063
C 2.862 4.053 -0.538
C 4.227 3.748 -1.166
C 4.187 3.909 -2.665
O 4.397 3.042 -3.469
O 3.888 5.164 -3.029
H 3.861 5.236 -3.996
H 4.968 4.447 -0.774
H 4.544 2.730 -0.942
H 2.941 3.947 0.545
H 2.607 5.091 -0.759
H 1.782 3.131 -2.155
H 0.786 3.556 -0.767
H 2.842 1.305 -0.743
H 1.686 1.701 0.532
H -0.175 1.251 -1.138
H 1.059 0.773 -2.302
H 1.810 -0.987 -0.571
H 0.289 -1.264 -1.415
H 0.534 -0.120 1.401
H -0.967 -0.347 0.505
H 0.993 -2.524 1.346
H -0.419 -2.813 0.341
H -0.728 -3.367 2.776
H -0.488 -1.665 3.166
H -2.524 -1.105 1.794
H -2.839 -2.115 3.198
H -2.901 -4.132 1.759
H -2.585 -3.138 0.337
H -5.014 -2.867 2.156
H -4.681 -1.876 0.736
H -4.754 -3.927 -0.699
H -5.118 -4.901 0.725
H -6.271 -3.688 0.169
```

Calculated values
* relative energy (zero: lowest compared OMol25 entry of this formula, charge and spin): 0.7 kcal per mole
* frontier orbital gap: 0.4112 Ha
* SMILES string: CCCCCCCCCCCCCC(=O)O
* HOMO: -10.3810 eV
* charge: 0

---

The following is a DFT calculation (ωB97M-V/def2-TZVPD) of a single C4H6O2 molecule in a non-equilibrium geometry.

Structure (XYZ):
```
12
Properties=species:S:1:pos:R:3
C 1.229 -0.925 -0.323
C 0.143 0.075 0.090
C -1.339 0.010 0.943
O -0.067 0.132 1.456
C -0.131 1.214 -0.797
O 0.154 1.225 -1.979
H 2.107 -0.771 0.334
H 0.934 -1.971 -0.206
H 1.565 -0.751 -1.352
H -2.032 0.711 1.460
H -1.802 -0.937 0.700
H -0.761 1.988 -0.327
```

Calculated values
* relative energy (zero: lowest compared OMol25 entry of this formula, charge and spin): 77.3 kcal per mole
* frontier orbital gap: 0.3804 Ha
* SMILES string: C[C@@]1(C=O)CO1
* HOMO: -9.6576 eV
* charge: 0